1.
The following is a DFT calculation (ωB97M-V with the def2-TZVPD basis set) of 2 unconnected molecules or ions with the total composition C5H15NO2.

Structure (XYZ):
```
23
Properties=species:S:1:pos:R:3:forces:R:3
C -1.83782 0.73655 -1.10885 -0.2 -3.7 2.1
C -2.61707 1.64822 -2.06748 1.7 0.1 0.3
C -0.33501 1.03127 -0.92138 -1.7 1.4 1.2
N 0.45493 0.07152 -0.10346 2.9 5.2 -4.1
C 1.98979 0.22171 -0.03180 -1.9 -2.0 0.1
C 2.36288 0.81464 1.26985 0.9 2.3 3.1
O 2.75534 -0.18891 2.09850 -0.2 -3.4 2.7
H -1.84658 -0.38182 -1.49239 -0.3 2.1 0.4
H -2.32757 0.60038 -0.04638 0.7 0.7 -2.0
H -2.47282 2.72595 -1.83899 -0.3 -0.7 0.1
H -2.23935 1.48917 -3.09133 -0.4 0.0 0.3
H -3.63867 1.34178 -1.97700 -0.6 0.2 -0.3
H -0.07080 1.33687 -1.93047 1.6 -0.9 -0.3
H -0.29436 2.06507 -0.47521 0.5 -0.8 0.4
H 0.01484 -0.74859 0.10742 -1.4 -3.0 1.1
H 2.40390 -0.82780 0.09209 -0.5 1.2 -0.8
H 2.49934 0.78030 -0.80164 -0.9 0.1 -0.9
H 3.35555 1.33401 1.21784 -1.1 0.3 -0.8
H 1.67792 1.50105 1.89613 0.4 -0.6 -1.8
H 2.06741 -0.82573 2.45636 0.9 1.5 -0.7
H 0.12988 -5.31823 2.12846 -2.0 0.9 0.4
H -1.36102 -4.65971 2.68473 2.4 -0.8 -1.6
O -0.67071 -4.74770 1.93500 -0.4 0.0 1.1
```
Forces are in eV/Å.

Values from the calculation:
frontier orbital gap (alpha / beta) = 11.053 / 6.229 eV
LUMO energy (alpha / beta) = -2.939 / -7.763 eV
multiplicity = 2
relative energy (zero: lowest compared OMol25 entry of this formula, charge and spin) = 73.8 kcal per mole
charge = +1



2.
The following is a DFT calculation (ωB97M-V with the def2-TZVPD basis set) of a single C2H2N2O2S molecule.

Structure (XYZ):
```
9
Properties=species:S:1:pos:R:3:forces:R:3
C 1.06070 0.11380 -0.94715 0.0 -0.5 2.3
C 0.06755 -0.06735 -0.04022 -2.6 1.1 -2.8
N 0.71946 -0.51194 1.05499 -1.8 -0.1 0.7
N -1.54740 0.26376 -0.17579 2.9 -1.4 1.3
O -2.10010 0.38870 -1.23197 0.6 0.2 0.1
O -2.03653 0.27593 0.93277 -0.5 0.2 -0.1
S 2.21576 -0.31140 0.31639 0.9 -0.2 -0.2
H 1.31646 0.50171 -1.86701 -0.1 0.6 -1.7
H 0.30410 -0.65319 1.95799 0.6 0.0 0.3
```
Forces are in eV/Å.

Values from the calculation:
frontier orbital gap = 9.256 eV
LUMO energy = -0.029 eV
relative energy (zero: lowest compared OMol25 entry of this formula, charge and spin) = 119.3 kcal per mole
charge = 0



3.
The following is a DFT calculation (ωB97M-V with the def2-TZVPD basis set) of 2 unconnected molecules or ions with the total composition C3H3F2N.

Structure (XYZ):
```
9
Properties=species:S:1:pos:R:3:forces:R:3
C 0.06912 1.52807 -2.63125 0.3 0.9 -1.5
C 0.16533 -1.07774 1.39350 1.5 -1.2 2.4
C -0.70632 -0.16352 0.68204 -0.9 1.5 -0.7
N -0.28588 2.63391 -2.72142 0.5 -2.1 0.6
F 0.84305 -2.00049 0.56053 -0.5 1.4 0.3
F -1.06637 0.89129 1.45010 0.8 -1.9 -0.4
H -0.44154 -1.77745 2.02997 -0.1 1.0 -0.2
H 0.90190 -0.57402 2.13144 -0.8 -0.7 -1.3
H 0.52071 0.53995 -2.89492 -0.8 1.3 0.9
```
Forces are in eV/Å.

Values from the calculation:
frontier orbital gap = 9.143 eV
LUMO energy = -0.862 eV
relative energy (zero: lowest compared OMol25 entry of this formula, charge and spin) = 101.4 kcal per mole
charge = 0



Please write out number 1 again, unchanged.
The following is a DFT calculation (ωB97M-V with the def2-TZVPD basis set) of 2 unconnected molecules or ions with the total composition C5H15NO2.

Structure (XYZ):
```
23
Properties=species:S:1:pos:R:3:forces:R:3
C -1.83782 0.73655 -1.10885 -0.2 -3.7 2.1
C -2.61707 1.64822 -2.06748 1.7 0.1 0.3
C -0.33501 1.03127 -0.92138 -1.7 1.4 1.2
N 0.45493 0.07152 -0.10346 2.9 5.2 -4.1
C 1.98979 0.22171 -0.03180 -1.9 -2.0 0.1
C 2.36288 0.81464 1.26985 0.9 2.3 3.1
O 2.75534 -0.18891 2.09850 -0.2 -3.4 2.7
H -1.84658 -0.38182 -1.49239 -0.3 2.1 0.4
H -2.32757 0.60038 -0.04638 0.7 0.7 -2.0
H -2.47282 2.72595 -1.83899 -0.3 -0.7 0.1
H -2.23935 1.48917 -3.09133 -0.4 0.0 0.3
H -3.63867 1.34178 -1.97700 -0.6 0.2 -0.3
H -0.07080 1.33687 -1.93047 1.6 -0.9 -0.3
H -0.29436 2.06507 -0.47521 0.5 -0.8 0.4
H 0.01484 -0.74859 0.10742 -1.4 -3.0 1.1
H 2.40390 -0.82780 0.09209 -0.5 1.2 -0.8
H 2.49934 0.78030 -0.80164 -0.9 0.1 -0.9
H 3.35555 1.33401 1.21784 -1.1 0.3 -0.8
H 1.67792 1.50105 1.89613 0.4 -0.6 -1.8
H 2.06741 -0.82573 2.45636 0.9 1.5 -0.7
H 0.12988 -5.31823 2.12846 -2.0 0.9 0.4
H -1.36102 -4.65971 2.68473 2.4 -0.8 -1.6
O -0.67071 -4.74770 1.93500 -0.4 0.0 1.1
```
Forces are in eV/Å.

Values from the calculation:
frontier orbital gap (alpha / beta) = 11.053 / 6.229 eV
LUMO energy (alpha / beta) = -2.939 / -7.763 eV
multiplicity = 2
relative energy (zero: lowest compared OMol25 entry of this formula, charge and spin) = 73.8 kcal per mole
charge = +1



- Which formula does entry 3 have?
  C3H3F2N



What did the second record say?
The following is a DFT calculation (ωB97M-V with the def2-TZVPD basis set) of a single C2H2N2O2S molecule.

Structure (XYZ):
```
9
Properties=species:S:1:pos:R:3:forces:R:3
C 1.06070 0.11380 -0.94715 0.0 -0.5 2.3
C 0.06755 -0.06735 -0.04022 -2.6 1.1 -2.8
N 0.71946 -0.51194 1.05499 -1.8 -0.1 0.7
N -1.54740 0.26376 -0.17579 2.9 -1.4 1.3
O -2.10010 0.38870 -1.23197 0.6 0.2 0.1
O -2.03653 0.27593 0.93277 -0.5 0.2 -0.1
S 2.21576 -0.31140 0.31639 0.9 -0.2 -0.2
H 1.31646 0.50171 -1.86701 -0.1 0.6 -1.7
H 0.30410 -0.65319 1.95799 0.6 0.0 0.3
```
Forces are in eV/Å.

Values from the calculation:
frontier orbital gap = 9.256 eV
LUMO energy = -0.029 eV
relative energy (zero: lowest compared OMol25 entry of this formula, charge and spin) = 119.3 kcal per mole
charge = 0